1.
Molecular formula: C33H28GeN4O2Sc
Method: DFT, the ωB97M-V functional and the def2-TZVPD basis

Output
- 2S+1: 2
- HOMO-LUMO gap (alpha / beta): 7.590 / 4.932 eV
- LUMO (alpha / beta): -5.6 / -8.3 eV
- Total charge: +2
- Energy above the lowest of the compared OMol25 structures with the same formula, charge and spin: 86.37 kJ/mol

Last column: Mulliken spin population.
Element x y z (Å)
Sc  -1.10159  0.26494  -0.32757  0.10
O  -2.31301  -1.17373  3.25209  0.00
C  -2.14449  -0.99943  2.08063  0.00
O  -1.45153  -0.00576  1.54023  0.00
C  -2.70290  -1.92185  1.01957  0.00
C  -3.49181  -3.00685  1.34595  0.00
C  -3.96488  -3.81124  0.31803  0.00
C  -3.63136  -3.49942  -0.99029  0.00
C  -2.83438  -2.39413  -1.23389  0.00
N  -2.37259  -1.61431  -0.24843  0.00
H  -3.71693  -3.19470  2.38631  0.00
H  -4.58653  -4.66837  0.53645  0.00
H  -3.98083  -4.09972  -1.81765  0.00
H  -2.55672  -2.11898  -2.24320  0.00
N  -2.44593  2.19323  -2.98407  0.00
C  -1.68504  1.13488  -3.43531  0.00
C  -1.52460  0.99347  -4.82453  0.00
C  -0.76305  -0.04004  -5.30445  0.00
C  -0.15596  -0.93043  -4.40991  0.00
C  -0.36004  -0.72612  -3.07351  0.00
N  -1.12074  0.28464  -2.57920  -0.01
C  -2.81369  2.64916  -1.72800  0.00
C  -3.67929  3.75441  -1.70545  0.00
C  -4.07344  4.28011  -0.50265  0.00
C  -3.60887  3.70222  0.68118  0.00
C  -2.77708  2.62135  0.58786  0.00
N  -2.36675  2.08500  -0.59819  0.00
H  -2.83379  2.75088  -3.73062  0.00
H  -1.99667  1.69670  -5.49622  0.00
H  -0.63111  -0.15934  -6.37101  0.00
H  0.45977  -1.74880  -4.75073  0.00
H  0.10324  -1.38203  -2.33796  0.00
H  -4.02760  4.17798  -2.63722  0.00
H  -4.73947  5.13159  -0.47868  0.00
H  -3.89418  4.08149  1.65039  0.00
H  -2.40107  2.12703  1.47518  0.00
C  2.55486  1.28015  -1.79095  0.01
Ge  1.65421  0.43626  -0.25672  0.02
C  2.24266  -1.44018  -0.19511  0.02
C  1.33202  -2.46861  0.04503  -0.01
C  1.72081  -3.80176  0.05365  0.00
C  3.04731  -4.12776  -0.18448  0.00
C  3.97103  -3.12045  -0.42941  0.00
C  3.57013  -1.79288  -0.43885  0.01
C  2.39637  1.33621  1.33689  0.17
C  3.02274  2.58658  1.14461  0.03
C  3.65416  3.26450  2.16667  0.06
C  3.64900  2.73630  3.45718  0.20
C  2.99441  1.52404  3.72819  -0.04
C  2.96955  1.00252  5.03407  0.16
C  2.29352  -0.17618  5.31077  0.02
C  1.63714  -0.84637  4.28907  0.03
C  1.66436  -0.35594  2.98724  0.05
C  2.34481  0.82533  2.66971  0.07
H  3.64014  1.24871  -1.69795  0.00
H  2.24679  2.31583  -1.93228  0.00
H  2.28829  0.72935  -2.69431  0.00
H  0.28248  -2.24782  0.26069  0.00
H  0.99591  -4.58050  0.25062  0.00
H  3.36251  -5.16196  -0.17803  0.00
H  5.00667  -3.37235  -0.61284  0.00
H  4.31064  -1.02587  -0.63574  0.00
H  3.04642  3.01299  0.14994  -0.01
H  4.15708  4.20240  1.97613  0.01
H  4.13935  3.26723  4.26281  0.00
H  3.48186  1.53456  5.82457  0.00
H  2.27999  -0.56585  6.31862  0.00
H  1.09222  -1.75639  4.49916  0.00
H  1.13549  -0.89596  2.21586  0.09

***

2.
Molecular formula: C2H8
Method: DFT, the ωB97M-V functional and the def2-TZVPD basis

Output
- Structure (SMILES): C.C
- HOMO-LUMO gap: 14.360 eV
- LUMO: 1.1 eV
- Energy above the lowest of the compared OMol25 structures with the same formula, charge and spin: 0.68 kJ/mol

Last column: natural (NBO) charge in e.
Element x y z (Å)
C  1.83974  1.49422  0.07167  -0.85
H  1.18640  1.79936  -0.75900  0.21
H  2.64964  0.85706  -0.31314  0.21
H  1.25246  0.93283  0.81326  0.21
H  2.27080  2.38793  0.54649  0.21
C  -1.83969  -1.49434  -0.07170  -0.85
H  -0.79147  -1.62738  0.23413  0.21
H  -2.45509  -1.27359  0.81292  0.21
H  -2.20227  -2.41627  -0.54980  0.21
H  -1.91051  -0.65982  -0.78482  0.21

***

3.
Molecular formula: C21H31N3O5OsS2
Method: DFT, the ωB97M-V functional and the def2-TZVPD basis

Output
- HOMO-LUMO gap: 7.060 eV
- LUMO: -0.2 eV
- Energy above the lowest of the compared OMol25 structures with the same formula, charge and spin: 0.00 kJ/mol

Last column: natural (NBO) charge in e.
Element x y z (Å)
Os  0.35991  -0.27772  -1.18037  0.91
O  -1.38762  -3.73915  -1.29829  -0.63
C  -0.40972  -3.06141  -1.05625  0.83
O  0.02883  -2.14774  -1.89923  -0.76
C  0.37577  -3.34226  0.22245  -0.36
C  1.88154  -3.01092  0.19327  0.08
C  2.59378  -3.87228  1.24362  -0.43
C  2.11806  -3.19236  2.55561  -0.43
C  1.27722  -2.03297  2.00105  0.09
O  1.95565  -1.70622  0.78695  -0.53
C  -0.08153  -2.56805  1.49486  -0.34
C  -1.07323  -1.41516  1.35108  0.82
O  -1.73183  -1.10375  2.33670  -0.69
O  -1.17288  -0.80134  0.21470  -0.81
H  0.21980  -4.40726  0.38752  0.24
H  2.32982  -2.99201  -0.79614  0.22
H  3.67344  -3.78892  1.12637  0.21
H  2.32137  -4.92515  1.17796  0.21
H  2.95969  -2.81324  3.13363  0.22
H  1.53362  -3.85204  3.19627  0.21
H  1.20494  -1.15131  2.63328  0.21
H  -0.51414  -3.24242  2.23087  0.24
C  -2.75423  -0.98898  -2.50471  -0.75
S  -1.48174  0.30045  -2.45964  0.44
C  -0.80048  0.04654  -4.11423  -0.74
H  -3.11110  -1.05973  -3.53083  0.22
H  -3.57490  -0.67534  -1.86568  0.22
H  -2.35225  -1.94622  -2.17931  0.28
H  -1.57475  0.23328  -4.85841  0.22
H  -0.43366  -0.97625  -4.17515  0.25
H  0.01762  0.75101  -4.24052  0.24
N  1.96919  0.16218  -1.68495  -0.51
C  2.92461  1.08800  -2.05772  0.16
C  4.25157  0.87724  -1.68570  -0.21
C  5.22558  1.79077  -2.05339  -0.20
C  4.88324  2.92201  -2.78282  -0.21
C  3.56039  3.14198  -3.14558  -0.21
C  2.58256  2.22895  -2.78893  -0.22
H  4.48893  -0.00676  -1.10805  0.23
H  6.25581  1.62525  -1.76575  0.21
H  5.64666  3.63573  -3.06488  0.21
H  3.29437  4.02865  -3.70717  0.21
H  1.54300  2.38965  -3.04673  0.22
C  -4.11673  0.73195  0.90644  -0.64
C  -3.51594  2.12012  0.74559  -0.22
N  -2.11831  2.09793  0.31327  -0.57
C  -1.00631  1.92722  1.01274  0.42
S  0.52201  1.72987  0.19300  -0.17
N  -0.91448  1.98333  2.33757  -0.57
C  -1.92505  1.94162  3.39638  -0.23
C  -2.24569  3.31998  3.95228  -0.62
H  -5.15837  0.81300  1.22245  0.21
H  -3.55760  0.13138  1.62454  0.26
H  -4.08417  0.19258  -0.03898  0.21
H  -3.59555  2.70347  1.65935  0.20
H  -4.05326  2.68372  -0.01800  0.21
H  -1.97283  1.95816  -0.67645  0.43
H  0.02945  1.80702  2.64306  0.42
H  -1.51784  1.29131  4.16818  0.22
H  -2.80906  1.42966  3.03673  0.22
H  -1.35907  3.78287  4.38720  0.21
H  -3.00743  3.24581  4.72942  0.22
H  -2.61668  3.98424  3.16948  0.21

***

4.
Molecular formula: C3H10N2O2
Method: DFT, the ωB97M-V functional and the def2-TZVPD basis

Output
- Structure (SMILES): CC(=O)NCN.O
- HOMO-LUMO gap: 9.650 eV
- LUMO: 0.6 eV
- Energy above the lowest of the compared OMol25 structures with the same formula, charge and spin: 155.26 kJ/mol

Last column: natural (NBO) charge in e.
Element x y z (Å)
C  1.04555  1.64517  1.99470  -0.71
C  0.99399  1.23862  0.63053  0.66
O  1.53580  1.87392  -0.23696  -0.62
N  0.07875  0.27496  0.41025  -0.63
C  0.06254  -0.38468  -0.84867  -0.09
N  0.99341  -1.47901  -1.01833  -0.86
H  1.64971  2.58576  2.09093  0.24
H  1.63268  0.93105  2.48065  0.23
H  -0.01512  1.71809  2.27566  0.22
H  -0.41590  -0.09385  1.27610  0.39
H  0.42818  0.42179  -1.53664  0.19
H  -0.97117  -0.54329  -1.26494  0.22
H  1.06766  -1.80903  -1.98169  0.36
H  1.94439  -1.18717  -0.83256  0.36
O  -3.10581  -1.54374  -1.35679  -0.96
H  -2.85578  -2.28841  -0.80790  0.48
H  -4.06887  -1.36018  -1.27437  0.48

***

5.
Molecular formula: C12H12I2N4O
Method: DFT, the ωB97M-V functional and the def2-TZVPD basis

Output
- HOMO-LUMO gap: 7.202 eV
- LUMO: -1.3 eV

Last column: natural (NBO) charge in e.
Element x y z (Å)
C  0.20261  4.26272  -0.94887  -0.64
C  -0.48166  3.48408  -2.16616  -0.30
I  0.27114  4.53694  -3.95716  0.07
C  0.08619  1.99845  -2.24956  -0.38
I  -0.05401  1.15535  -4.27138  0.15
C  -0.63323  1.02100  -1.21624  0.29
N  -0.62884  1.46460  0.05845  -0.19
N  -1.17942  0.64687  0.93220  -0.17
C  -1.65791  -0.50017  0.40928  0.29
C  -2.27138  -1.50838  1.46422  -0.10
O  -1.64715  -2.79542  1.43214  -0.51
C  -0.25518  -2.71401  1.49601  0.28
C  0.47709  -2.88812  0.22866  -0.27
C  1.92138  -2.80085  0.14684  -0.21
C  2.67972  -2.52973  1.38131  -0.23
C  1.97112  -2.39837  2.63792  -0.21
C  0.51197  -2.48927  2.70860  -0.26
N  -1.70037  -0.92686  -0.87036  -0.16
N  -1.15060  -0.11132  -1.74362  -0.17
H  -0.45807  4.08210  -0.05677  0.23
H  0.27795  5.35636  -1.16860  0.23
H  1.20707  3.81476  -0.73220  0.22
H  -1.59345  3.55540  -2.13520  0.23
H  1.16969  2.05922  -1.95195  0.25
H  -2.32866  -1.04521  2.48271  0.20
H  -3.33610  -1.66787  1.12948  0.21
H  -0.12822  -3.09042  -0.68844  0.24
H  2.41358  -2.93208  -0.84593  0.23
H  3.78492  -2.43782  1.27083  0.22
H  2.57284  -2.21043  3.55321  0.22
H  -0.04299  -2.39153  3.67058  0.23

***

6.
Molecular formula: C6H14NO5S
Method: DFT, the ωB97M-V functional and the def2-TZVPD basis

Output
- HOMO-LUMO gap: 6.005 eV
- LUMO: 2.9 eV
- Total charge: -1
- Energy above the lowest of the compared OMol25 structures with the same formula, charge and spin: 0.00 kJ/mol

Last column: natural (NBO) charge in e.
Element x y z (Å)
C  -2.76057  1.45366  0.36253  -0.41
N  -2.01395  0.21468  0.16491  -0.63
C  -1.34591  0.14109  -1.13117  -0.26
C  -0.31428  -1.00098  -1.25143  0.08
O  0.91530  -0.55972  -1.83794  -0.72
S  1.85436  0.51941  -1.06589  2.38
O  3.17467  0.01535  -1.28024  -0.93
O  1.49817  1.80716  -1.61028  -0.97
C  1.34194  0.43845  0.60053  -0.81
C  0.70618  -0.87207  1.07916  -0.43
C  0.00999  -1.75351  0.03625  0.08
O  0.81833  -2.85338  -0.38494  -0.72
H  -2.87266  2.02137  -0.56852  0.18
H  -3.76549  1.25080  0.74108  0.18
H  -2.25536  2.10161  1.08421  0.20
H  -2.63420  -0.57617  0.27625  0.35
H  -0.81469  1.08049  -1.29035  0.24
H  -2.06836  0.04702  -1.95691  0.16
H  -0.67201  -1.73602  -1.97520  0.20
H  2.27074  0.71154  1.25801  0.41
H  0.66514  1.28046  0.73553  0.24
H  -0.04429  -0.57651  1.81130  0.23
H  1.45174  -1.47536  1.60666  0.21
H  -0.92736  -2.14635  0.45292  0.15
H  0.99418  -3.39498  0.38953  0.46
O  3.24211  1.59337  2.18499  -1.27
H  3.54631  2.26860  1.56902  0.41

***

7.
Molecular formula: C5H8
Method: DFT, the ωB97M-V functional and the def2-TZVPD basis

Output
- Structure (SMILES): CCC1C=C1
- HOMO-LUMO gap: 10.292 eV
- LUMO: 1.4 eV
- Energy above the lowest of the compared OMol25 structures with the same formula, charge and spin: 336.00 kJ/mol

Last column: natural (NBO) charge in e.
Element x y z (Å)
C  1.71487  0.48608  -0.62682  -0.60
C  0.61730  -0.15619  0.27540  -0.41
C  -0.70217  0.38171  0.05932  -0.25
C  -1.97279  -0.73570  -0.32146  -0.17
C  -1.83544  -0.27652  0.87541  -0.20
H  1.88290  1.45308  -0.40480  0.19
H  1.43410  0.44882  -1.63989  0.20
H  2.54947  -0.07992  -0.37120  0.21
H  0.93167  -0.05317  1.40138  0.19
H  0.67104  -1.33781  -0.01381  0.20
H  -0.76752  1.43307  -0.16585  0.20
H  -2.34096  -1.44330  -0.97384  0.22
H  -2.18245  -0.12017  1.90615  0.22

***

8.
Molecular formula: C5H8O2
Method: DFT, the ωB97M-V functional and the def2-TZVPD basis

Output
- Structure (SMILES): C[C@@H]1[C@H](O)[C@@H]2O[C@H]12
- HOMO-LUMO gap: 10.742 eV
- LUMO: 1.0 eV
- Energy above the lowest of the compared OMol25 structures with the same formula, charge and spin: 256.87 kJ/mol

Last column: natural (NBO) charge in e.
Element x y z (Å)
C  -0.92926  0.17856  -1.64820  -0.62
C  -0.53110  0.30684  -0.18898  -0.25
C  0.92957  0.61708  0.26829  0.08
O  1.93561  -0.03609  -0.45073  -0.71
C  0.57483  -0.14042  1.57551  0.02
O  0.59159  -1.50106  1.16220  -0.50
C  -0.60907  -0.72534  0.94267  0.05
H  -1.93321  -0.24987  -1.75264  0.21
H  -0.22684  -0.41139  -2.24092  0.22
H  -0.96650  1.18619  -2.08268  0.21
H  -1.14756  1.09450  0.26612  0.20
H  1.19174  1.67435  0.33131  0.19
H  1.87344  -0.96366  -0.15704  0.48
H  0.76270  0.11746  2.61181  0.21
H  -1.51598  -1.14713  1.36327  0.20

***

Number 1: DFT total energy -4481.11036 a.u.. Number 2: DFT total energy -80.98179 a.u.. Number 3: DFT total energy -2246.35975 a.u.. Number 4: DFT total energy -380.27753 a.u.. Number 5: DFT total energy -1353.96630 a.u.. Number 6: DFT total energy -1066.12339 a.u.. Number 7: DFT total energy -195.16406 a.u.. Number 8: DFT total energy -345.70712 a.u..